# 1
A structure of composition C30H44BrClF6KMgN3O6, computed with ωB97M-V with the def2-TZVPD basis set.

charge = +2
Kohn-Sham gap = 1.15 eV
spin multiplicity = 1

```
93
Properties=species:S:1:pos:R:3:forces:R:3:lowdin_charge:R:1
C 2.633 4.520 -0.733 -7.26 -7.23 3.75 0.105
C 1.724 3.590 -0.164 4.99 6.27 -3.88 -0.057
C 0.451 2.746 0.435 0.60 2.19 -1.30 -0.116
N 0.707 1.224 0.309 -1.86 -1.83 2.24 -0.085
N 1.741 0.891 -0.510 -0.58 -5.80 0.43 0.174
C 2.017 -0.559 -0.716 -2.30 0.00 1.61 0.052
C 3.290 -0.950 -1.728 -0.27 2.79 -2.05 -0.124
F 3.735 0.344 -2.371 -1.60 -4.41 2.01 0.015
F 2.884 -1.832 -2.854 1.21 2.38 3.97 0.026
C 4.606 -1.491 -0.888 3.05 -0.20 1.96 -0.124
F 4.279 -1.835 0.545 0.71 1.04 -4.97 0.017
F 5.572 -0.335 -0.786 -3.40 -4.67 -0.45 0.044
F 5.239 -2.703 -1.460 -2.33 4.54 1.92 0.057
C 1.157 -1.812 -0.015 -1.15 3.90 1.25 0.027
C 1.471 -3.405 -0.311 -0.39 0.05 -0.05 -0.128
C 1.770 -4.298 1.035 3.71 3.75 6.55 -0.497
O 2.371 -3.852 2.146 -4.64 -3.39 -8.45 0.022
Cl 1.210 -6.101 0.999 3.03 1.87 8.10 0.530
C -0.067 -1.284 0.996 2.58 1.81 -2.07 0.035
C -1.067 -2.349 1.787 -0.56 0.46 -0.98 -0.017
C -2.216 -2.885 0.696 -1.93 -5.12 -0.99 -0.215
O -2.600 -4.177 0.601 2.73 8.01 0.83 -0.011
N -2.873 -1.808 -0.184 0.10 -1.58 0.54 -0.186
C -4.363 -2.066 -0.344 -0.14 -1.50 0.13 -0.121
C -2.316 -1.839 -1.592 0.45 0.19 -1.23 -0.092
C -0.239 0.376 1.120 1.72 -3.30 -1.39 0.041
C -1.431 0.893 2.117 -0.92 -0.14 -0.39 -0.134
C -1.156 0.681 3.716 0.47 0.52 1.25 -0.198
C 0.416 0.566 4.158 0.22 0.37 1.44 -0.206
C 1.170 2.049 4.331 0.81 -0.69 1.12 -0.189
C 2.681 1.859 5.021 0.59 0.81 -0.38 -0.192
C 3.852 1.744 3.843 -0.81 -0.06 -0.15 -0.210
C 4.688 3.136 3.606 1.40 -0.35 -0.90 -0.201
C 4.402 3.799 2.099 -0.24 0.41 1.03 -0.229
C 5.557 4.877 1.638 -0.66 0.50 -0.55 -0.197
C 6.470 4.382 0.358 0.28 0.50 -0.45 -0.201
C 6.140 5.210 -1.047 1.91 -3.84 -0.91 -0.190
H 3.346 5.234 -1.331 -1.62 -1.57 1.56 -0.043
H 0.203 3.075 1.529 0.85 -1.00 -2.00 0.118
H -0.538 2.942 -0.203 2.36 -0.27 1.17 0.161
H 2.405 -3.563 -1.029 -1.90 0.54 1.52 0.152
H 0.522 -3.886 -0.849 1.95 1.80 1.25 0.064
H -1.691 -1.839 2.651 1.46 -0.78 -1.88 0.129
H -0.504 -3.255 2.269 -0.95 1.77 -1.18 0.133
H -4.958 -2.061 0.670 1.32 0.09 -2.06 0.137
H -4.480 -3.096 -0.911 -0.16 2.03 1.27 0.112
H -4.818 -1.233 -1.066 1.35 -1.30 2.48 -0.077
H -2.642 -2.804 -2.179 0.69 1.82 1.19 0.108
H -1.153 -1.712 -1.640 -2.22 -0.18 0.32 0.094
H -2.789 -0.919 -2.162 1.04 -1.75 1.08 0.092
H -1.766 2.009 1.956 1.05 -2.29 -0.06 0.129
H -2.391 0.234 1.854 2.24 1.42 0.16 0.126
H -1.584 1.654 4.260 0.90 -2.16 -1.26 0.137
H -1.763 -0.222 4.202 1.28 1.81 -1.46 0.121
H 1.056 -0.193 3.519 -1.32 1.61 1.03 0.110
H 0.415 0.113 5.263 -0.03 0.93 -2.44 0.131
H 1.359 2.588 3.311 -0.62 -0.83 1.91 0.081
H 0.569 2.712 5.117 0.93 -1.41 -2.08 0.129
H 2.957 2.841 5.638 -0.85 -2.16 -1.25 0.116
H 2.727 0.964 5.774 -0.26 1.62 -1.55 0.112
H 4.570 0.826 4.037 -1.44 2.00 -0.34 0.116
H 3.263 1.531 2.837 1.27 0.22 1.86 0.083
H 4.562 3.933 4.470 -0.01 -1.66 -1.86 0.121
H 5.844 2.864 3.596 -2.37 0.53 0.15 0.117
H 4.275 2.968 1.280 0.33 1.50 1.69 0.089
H 3.382 4.379 2.181 1.91 -1.18 -0.31 0.097
H 4.968 5.843 1.261 1.40 -1.99 0.98 0.071
H 6.248 5.220 2.533 -1.48 -0.89 -1.81 0.126
H 7.608 4.574 0.583 -2.31 -0.46 -0.39 0.115
H 6.317 3.233 0.085 0.27 2.41 0.77 0.118
H 5.566 6.229 -0.849 1.30 -0.97 0.33 -0.304
H 7.143 5.425 -1.656 -2.35 -0.11 1.34 0.121
H 5.424 4.573 -1.752 1.48 1.50 1.50 0.086
C -4.252 -2.646 -4.744 0.40 -0.05 -2.71 -0.234
O -4.648 -2.743 -3.388 -1.32 0.16 3.19 -0.301
H -3.853 -1.646 -4.927 -0.05 0.02 0.17 0.079
H -3.478 -3.389 -4.952 -0.22 0.18 0.08 0.096
H -5.118 -2.815 -5.389 0.23 -0.01 0.18 0.089
H -4.998 -3.640 -3.255 -0.11 0.37 0.03 0.111
Br 4.436 7.348 -1.039 -1.49 1.94 -0.27 0.473
K 0.576 -6.105 -1.093 -2.70 -1.11 -8.54 0.784
C -9.497 -2.462 -4.059 -0.94 0.70 0.22 -0.124
C -8.146 -2.762 -3.497 0.10 -0.56 0.75 -0.176
O -7.692 -3.838 -4.296 0.00 0.23 0.09 0.047
C -8.370 -3.768 -5.479 0.25 -1.79 -3.54 -0.500
O -8.108 -4.437 -6.464 -0.64 1.80 2.89 0.171
O -9.378 -2.849 -5.416 0.82 -0.50 0.10 0.085
H -9.755 -1.403 -3.980 -0.05 -0.18 -0.19 0.144
H -10.287 -3.057 -3.590 0.14 0.05 0.03 0.147
H -7.451 -1.923 -3.607 0.07 0.30 -0.20 0.033
H -8.189 -3.053 -2.443 0.10 -0.08 -0.14 0.139
F -3.804 -2.470 -6.816 0.37 0.22 -0.55 -0.556
Mg -5.543 -0.830 -2.670 0.01 -0.58 -1.83 0.944
```
Forces are in eV/Å.



# 2
A structure of composition C30H44BrCoN6O4S, computed with ωB97M-V with the def2-TZVPD basis set.

energy relative to the best compared isomer or geometry (same formula, charge and spin) = 0.5290 eV
charge = +1
Kohn-Sham gap (alpha / beta) = 7.72 / 8.01 eV
spin multiplicity = 2

```
87
Properties=species:S:1:pos:R:3:forces:R:3:lowdin_spin:R:1
Co 0.185 0.750 0.666 -0.99 -1.31 -0.19 0.992
O 0.674 -2.209 2.330 -0.02 -0.09 -0.06 0.001
C 2.043 -2.256 2.411 0.06 0.03 0.01 0.000
C 2.596 -2.909 3.508 -0.03 0.02 0.00 0.000
C 3.967 -2.985 3.654 0.03 0.00 0.00 0.000
C 4.802 -2.416 2.700 -0.01 0.00 0.01 0.000
C 4.242 -1.772 1.613 -0.01 0.00 -0.01 0.000
C 2.863 -1.666 1.448 -0.04 0.01 0.00 0.001
C 2.332 -0.965 0.189 0.05 0.01 0.04 -0.002
O 0.959 -0.853 0.137 0.25 0.17 0.11 -0.011
N 2.895 0.363 0.023 -0.20 -0.02 -0.32 0.001
N 2.180 1.450 0.395 0.07 0.31 0.03 0.004
C 2.827 2.559 0.307 0.03 -0.07 0.08 -0.001
C 2.417 3.897 0.674 -0.03 -0.02 -0.04 0.000
Br 0.633 4.147 1.223 0.03 0.24 0.09 0.000
C 3.231 4.958 0.637 0.02 0.00 0.00 -0.001
C 4.675 4.950 0.338 0.00 -0.01 -0.01 0.000
C 5.192 5.934 -0.506 0.01 -0.01 -0.01 0.000
C 6.543 5.963 -0.808 0.00 0.00 0.00 0.000
C 7.402 5.023 -0.252 0.00 0.00 0.00 0.000
C 6.904 4.062 0.615 0.00 0.00 0.00 0.000
C 5.550 4.026 0.912 0.00 0.03 0.02 0.000
H 0.486 -1.812 1.443 0.04 0.07 0.03 0.000
H 1.926 -3.351 4.235 0.00 0.00 0.00 0.000
H 4.388 -3.494 4.511 0.00 0.00 0.00 0.000
H 5.877 -2.479 2.802 0.00 0.00 0.00 0.000
H 4.897 -1.341 0.862 0.00 0.00 0.00 0.000
H 2.680 -1.545 -0.678 0.05 -0.01 0.02 0.000
H 3.822 0.508 -0.342 0.03 -0.01 0.07 0.000
H 3.845 2.513 -0.071 0.02 0.02 0.03 0.000
H 2.792 5.929 0.836 0.01 0.00 0.03 0.000
H 4.527 6.675 -0.933 0.00 -0.01 0.00 0.000
H 6.930 6.725 -1.471 -0.01 0.00 0.00 0.000
H 8.459 5.052 -0.482 -0.01 0.00 0.00 0.000
H 7.574 3.349 1.077 0.00 0.00 0.00 0.000
H 5.175 3.305 1.628 0.00 0.00 -0.01 0.000
O 0.375 0.460 2.752 0.10 0.27 0.09 0.028
H 0.171 -0.456 3.009 0.04 -0.05 0.00 0.001
H -0.063 1.066 3.358 -0.05 -0.08 0.00 0.001
N -1.370 2.021 0.782 0.44 0.31 -0.17 -0.002
C -2.337 2.532 0.408 -0.10 -0.01 0.22 0.000
N -3.456 3.066 0.012 0.04 0.01 -0.06 0.000
C -3.629 4.523 -0.085 -0.03 -0.01 -0.01 0.000
C -4.458 4.812 -1.324 0.00 -0.02 0.00 0.000
O -5.679 4.099 -1.281 0.01 -0.01 0.00 0.000
C -5.464 2.701 -1.294 0.00 0.00 0.01 0.000
C -4.686 2.261 -0.067 0.00 -0.01 -0.01 0.000
H -2.651 4.997 -0.143 0.01 -0.02 -0.01 0.000
H -4.151 4.880 0.807 0.01 0.01 0.00 0.000
H -3.892 4.533 -2.222 0.01 0.01 0.00 0.000
H -4.705 5.870 -1.376 -0.02 0.01 0.01 0.000
H -4.923 2.412 -2.205 0.01 0.01 0.00 0.000
H -6.445 2.229 -1.303 -0.01 -0.01 -0.01 0.000
H -4.409 1.208 -0.126 0.00 -0.01 0.00 0.000
H -5.279 2.425 0.836 0.00 0.01 0.00 0.000
C -4.501 -2.417 -2.101 0.00 0.02 -0.01 0.000
C -4.219 -1.147 -2.901 0.01 0.00 0.02 0.000
C -2.835 -1.069 -3.548 0.00 -0.02 0.02 0.000
C -1.673 -0.820 -2.592 0.01 0.01 0.01 0.001
N -1.353 -1.982 -1.771 -0.10 0.00 0.01 0.000
C -1.418 -2.062 -0.447 0.02 -0.03 -0.05 0.001
S -1.958 -0.762 0.554 0.23 0.26 -0.02 -0.011
N -1.073 -3.202 0.143 -0.08 -0.05 0.02 -0.002
C -0.487 -4.381 -0.481 -0.03 -0.03 -0.04 0.000
C -1.523 -5.447 -0.832 -0.02 0.03 -0.02 0.000
C -2.369 -5.896 0.358 0.01 0.00 0.01 0.000
C -1.551 -6.443 1.522 0.00 0.00 -0.01 0.000
H -5.564 -2.497 -1.872 0.01 0.00 0.00 0.000
H -3.965 -2.435 -1.152 0.01 -0.01 0.00 0.000
H -4.221 -3.306 -2.671 -0.01 0.00 0.00 0.000
H -4.357 -0.272 -2.256 -0.01 0.01 -0.01 0.000
H -4.964 -1.060 -3.695 0.01 -0.01 0.00 0.000
H -2.826 -0.253 -4.275 0.00 0.00 0.01 0.000
H -2.646 -1.983 -4.122 0.00 0.01 -0.01 0.000
H -1.903 -0.002 -1.912 0.00 0.01 0.01 0.001
H -0.777 -0.547 -3.153 0.01 -0.01 0.00 0.000
H -1.131 -2.826 -2.277 0.03 0.01 0.01 0.000
H -1.201 -3.215 1.144 0.09 0.04 0.01 0.000
H 0.254 -4.771 0.217 -0.03 -0.02 0.03 0.000
H 0.073 -4.075 -1.367 0.04 0.02 0.03 0.000
H -0.990 -6.303 -1.254 0.00 0.00 0.00 0.000
H -2.182 -5.065 -1.618 0.01 -0.01 0.00 0.000
H -3.064 -6.663 0.010 0.00 0.01 0.00 0.000
H -2.990 -5.062 0.698 0.00 0.00 0.00 0.000
H -0.902 -7.259 1.198 0.00 0.01 0.00 0.000
H -2.203 -6.829 2.305 0.01 0.00 0.00 0.000
H -0.917 -5.680 1.980 -0.01 -0.01 0.00 0.000
```
Forces are in eV/Å.



# 3
A structure of composition C30H44BrN3P2Pt, computed with ωB97M-V with the def2-TZVPD basis set.

energy relative to the best compared isomer or geometry (same formula, charge and spin) = 2.3735 eV
charge = +4
Kohn-Sham gap (alpha / beta) = 6.32 / 4.04 eV
spin multiplicity = 5

```
81
Properties=species:S:1:pos:R:3:forces:R:3:lowdin_spin:R:1
C 0.163 -6.353 4.225 0.15 -0.27 -0.69 0.049
C 0.280 -6.226 2.821 -0.19 -0.98 0.15 -0.014
C 0.289 -7.427 2.081 0.08 0.13 0.71 0.049
C 0.232 -8.661 2.765 0.02 -1.65 -0.50 0.075
N 0.155 -8.762 4.097 0.12 4.47 -2.30 0.732
C 0.110 -7.630 4.807 -0.09 -0.55 1.67 0.076
C 0.426 -4.932 2.190 0.43 1.60 -0.52 0.000
C 0.676 -3.805 1.766 -0.19 -3.90 2.15 -0.010
C 1.092 -2.467 1.812 -0.57 0.23 -0.34 0.005
C 0.136 -1.579 2.295 0.14 0.58 -0.63 0.047
C 0.300 -0.207 2.013 0.16 0.26 -0.06 0.014
C 1.524 0.133 1.307 2.20 -0.20 0.11 0.061
C 2.604 -0.763 1.093 -1.07 -0.38 0.07 0.012
C 2.353 -2.095 1.329 -0.33 0.11 0.13 0.057
Pt 0.136 0.740 -0.147 1.16 1.23 0.06 0.884
P -1.757 1.679 -0.832 -3.32 1.02 -0.23 0.168
H 0.367 -7.406 0.989 -0.06 -0.35 0.52 0.005
H 0.143 -5.466 4.864 -0.03 -0.54 -0.03 0.006
H 0.262 -9.597 2.205 -0.02 0.12 0.01 0.015
H 0.041 -7.713 5.892 -0.01 -0.06 -0.11 0.015
H 3.068 -2.877 1.129 0.22 0.04 -0.14 0.003
H -0.748 -1.988 2.801 0.30 0.48 -0.30 0.001
H 3.532 -0.408 0.656 -0.21 -0.41 0.32 0.001
H -0.490 0.506 2.320 0.90 -0.43 0.01 0.001
C -1.709 3.266 -1.819 0.86 0.09 0.21 0.036
C -2.693 3.412 -2.986 -0.23 -0.17 -0.17 0.012
H -0.670 3.385 -2.167 -0.31 0.16 0.02 0.004
H -1.892 4.080 -1.092 0.12 -0.43 -0.20 0.001
H -2.575 4.413 -3.432 0.04 -0.37 0.20 0.003
H -2.509 2.671 -3.775 -0.08 0.23 0.18 0.001
H -3.737 3.329 -2.652 0.36 -0.04 -0.18 0.000
C -2.538 0.328 -1.803 0.17 -0.24 -0.28 0.064
C -3.492 -0.574 -1.015 -0.21 -0.17 -0.12 0.004
H -1.714 -0.305 -2.171 -0.53 0.27 -0.11 0.011
H -3.067 0.782 -2.656 0.32 -0.16 0.12 0.010
H -3.610 -1.502 -1.598 -0.06 0.30 0.37 0.001
H -3.097 -0.826 -0.020 -0.19 -0.03 -0.27 0.002
H -4.485 -0.110 -0.919 0.42 -0.30 0.14 0.000
C -3.054 2.099 0.441 0.92 -0.37 0.47 0.008
C -4.411 2.557 -0.116 -0.03 0.15 -0.19 0.004
H -2.607 2.890 1.066 -0.28 -0.30 -0.17 0.000
H -3.146 1.210 1.090 -0.08 0.31 -0.25 0.001
H -5.142 2.556 0.705 0.24 0.01 -0.27 0.000
H -4.342 3.584 -0.501 -0.10 -0.33 0.12 0.000
H -4.802 1.908 -0.915 0.16 0.29 0.33 0.000
Br 2.878 1.880 0.400 -1.58 -0.01 1.30 0.006
P 2.108 0.126 -3.309 0.14 0.47 0.20 0.592
C 0.436 0.756 -3.555 0.03 -0.11 -0.11 0.105
C 0.021 0.850 -5.025 -0.16 0.22 -0.48 0.025
H 0.471 1.753 -3.085 -0.32 -0.28 -0.03 0.018
H -0.243 0.071 -3.029 0.38 0.30 -0.12 0.012
H -1.072 0.902 -5.102 0.28 0.01 -0.03 0.001
H 0.439 1.747 -5.493 -0.07 -0.17 0.03 0.001
H 0.365 -0.017 -5.599 -0.17 0.12 0.10 0.005
C 3.207 1.452 -2.784 0.50 0.24 0.11 0.095
C 4.601 1.436 -3.427 0.42 -0.02 -0.43 0.018
H 3.306 1.403 -1.667 -0.22 -0.23 -1.45 0.018
H 2.697 2.395 -3.034 0.08 -0.23 0.03 0.001
H 5.153 2.321 -3.091 -0.11 -0.21 -0.10 0.000
H 5.201 0.554 -3.169 -0.26 0.16 0.08 0.000
H 4.542 1.469 -4.524 0.01 0.09 0.34 0.002
C 2.081 -1.260 -2.154 0.46 -0.07 -0.15 0.104
C 2.181 -2.629 -2.836 -0.25 -0.22 0.01 0.022
H 1.136 -1.125 -1.596 0.29 -0.27 0.07 0.027
H 2.945 -1.096 -1.495 -0.32 -0.06 -0.10 0.002
H 2.405 -3.389 -2.083 -0.05 0.03 -0.17 0.000
H 1.241 -2.899 -3.327 0.15 0.02 0.05 0.001
H 2.969 -2.646 -3.593 -0.04 -0.02 0.18 0.005
N -0.334 4.886 5.177 -0.09 -0.20 -1.55 0.012
C -0.015 4.248 4.005 -0.82 0.62 1.78 0.001
C -0.538 4.635 2.747 0.60 -1.23 -1.00 0.039
C -0.304 3.814 1.620 -0.68 1.43 1.00 0.028
N 0.356 2.661 1.708 -0.10 0.65 0.20 0.379
C 1.047 2.444 2.833 0.38 -0.39 1.05 0.036
C 0.839 3.126 4.008 0.21 -0.37 -0.51 0.017
H -0.985 5.671 5.211 0.38 -0.35 -0.25 0.000
H -0.013 4.576 6.082 0.22 -0.15 -0.21 0.000
H -1.153 5.508 2.663 -0.19 0.33 -0.21 0.003
H -0.702 4.110 0.654 -0.02 -0.11 0.17 0.004
H 1.802 1.659 2.821 -0.42 0.28 0.28 0.007
H 1.330 2.760 4.905 0.05 0.29 -0.12 0.002
```
Forces are in eV/Å.